{
  "formula": "C14H47N3O9",
  "method": "wB97M-V/def2-TZVPD",
  "elements": ["C", "O", "C", "C", "C", "N", "H", "H", "H", "H", "H", "H", "H", "H", "H", "H", "H", "C", "O", "C", "C", "C", "N", "H", "H", "H", "H", "H", "H", "H", "H", "H", "H", "H", "C", "O", "C", "C", "C", "N", "H", "H", "H", "H", "H", "H", "H", "H", "H", "H", "H", "O", "C", "C", "O", "H", "H", "H", "H", "H", "H", "O", "H", "H", "O", "H", "H", "O", "H", "H", "O", "H", "H"],
  "coordinates": [[3.16, 0.66, -7.35], [3.09, -0.11, -6.17], [2.85, 0.63, -5.00], [3.06, -0.25, -3.79], [2.11, -1.45, -3.84], [2.78, 0.55, -2.59], [3.67, 0.04, -8.09], [3.78, 1.55, -7.22], [2.15, 0.88, -7.69], [3.52, 1.51, -4.94], [1.87, 1.13, -4.99], [4.08, -0.64, -3.64], [2.37, -2.10, -4.68], [1.08, -1.09, -3.94], [2.28, -2.11, -2.99], [3.30, 1.42, -2.57], [2.94, 0.02, -1.74], [-1.92, 4.72, 3.62], [-2.55, 3.50, 3.31], [-1.67, 2.59, 2.69], [-2.30, 1.18, 2.73], [-2.97, 0.84, 4.04], [-1.28, 0.18, 2.39], [-1.45, 5.12, 2.71], [-1.20, 4.59, 4.43], [-2.61, 5.47, 3.99], [-1.54, 2.86, 1.63], [-0.66, 2.63, 3.11], [-2.99, 1.21, 1.88], [-3.80, 1.53, 4.22], [-2.29, 0.94, 4.89], [-3.40, -0.16, 4.03], [-1.75, -0.72, 2.47], [-1.05, 0.20, 1.39], [-4.89, -3.12, -0.04], [-3.48, -3.03, -0.16], [-2.99, -3.97, -1.09], [-1.59, -3.56, -1.59], [-0.58, -3.45, -0.44], [-1.76, -2.25, -2.26], [-5.42, -2.74, -0.91], [-5.15, -2.64, 0.90], [-5.20, -4.18, 0.02], [-2.93, -4.94, -0.59], [-3.59, -3.98, -2.01], [-1.27, -4.31, -2.31], [-0.45, -4.46, -0.02], [-0.88, -2.82, 0.39], [0.37, -3.15, -0.88], [-0.95, -1.69, -2.05], [-2.50, -1.76, -1.77], [1.51, 1.20, 6.47], [1.11, 2.15, 5.49], [1.70, 1.83, 4.14], [1.26, 0.54, 3.74], [1.09, 0.38, 6.20], [0.01, 2.20, 5.48], [1.43, 3.13, 5.85], [2.78, 1.75, 4.26], [1.48, 2.58, 3.37], [0.39, 0.58, 3.28], [2.29, 1.12, 0.77], [2.75, 1.77, 0.22], [2.83, 1.03, 1.56], [-0.03, 1.19, -2.49], [0.03, 2.14, -2.65], [0.89, 0.85, -2.61], [2.98, -1.98, -0.26], [2.09, -2.25, 0.02], [3.31, -1.47, 0.48], [0.01, -0.31, -0.12], [0.05, 0.02, -1.03], [0.61, 0.28, 0.37]],
  "e_above_lowest_kcal_mol": 0.0,
  "e_lumo_ev": 0.037
}